{
  "formula": "C17H17Br3F2O3",
  "method": "wB97M-V/def2-TZVPD",
  "gap_ev": 9.688,
  "e_tot_ha": -8805.48525,
  "max_force_ev_per_a": 0.71,
  "elements": ["C", "C", "C", "O", "C", "O", "O", "H", "H", "H", "H", "H", "H", "F", "C", "C", "C", "C", "C", "C", "H", "H", "H", "H", "H", "F", "C", "C", "C", "C", "C", "C", "H", "H", "H", "H", "H", "C", "Br", "Br", "Br", "H"],
  "positions_angstrom": [[3.203, -24.268, -19.305], [4.239, -23.349, -18.696], [4.045, -23.070, -17.189], [5.283, -23.427, -16.592], [6.110, -23.971, -17.521], [7.232, -24.292, -17.317], [5.507, -24.010, -18.724], [3.561, -24.528, -20.300], [2.268, -23.720, -19.440], [3.065, -25.142, -18.674], [4.291, -22.414, -19.255], [3.218, -23.658, -16.790], [3.848, -22.014, -17.010], [0.878, -19.030, -13.933], [0.579, -19.617, -15.107], [1.579, -19.823, -16.033], [1.253, -20.431, -17.230], [-0.033, -20.861, -17.484], [-1.021, -20.659, -16.526], [-0.714, -20.046, -15.319], [2.587, -19.472, -15.853], [2.052, -20.574, -17.949], [-0.272, -21.329, -18.430], [-2.033, -20.999, -16.707], [-1.461, -19.914, -14.547], [4.474, -18.463, -22.595], [4.323, -19.805, -22.560], [3.097, -20.326, -22.217], [2.953, -21.705, -22.185], [4.018, -22.535, -22.504], [5.244, -21.976, -22.842], [5.400, -20.599, -22.858], [2.258, -19.688, -21.974], [2.012, -22.158, -21.898], [3.905, -23.611, -22.499], [6.086, -22.609, -23.084], [6.362, -20.163, -23.091], [0.057, -23.686, -13.462], [0.027, -22.603, -11.882], [0.088, -25.558, -13.054], [1.517, -23.200, -14.607], [-0.865, -23.519, -13.998]],
  "lowdin_charge": [-0.018, -0.308, -0.115, 0.071, -0.560, 0.172, 0.087, 0.072, 0.085, 0.094, 0.144, 0.069, 0.116, 0.059, -0.307, -0.041, -0.114, -0.101, -0.082, -0.024, 0.123, 0.099, 0.101, 0.106, 0.121, 0.058, -0.289, -0.017, -0.094, -0.106, -0.073, -0.015, 0.118, 0.103, 0.098, 0.109, 0.121, -1.658, 0.590, 0.586, 0.651, -0.032]
}


{
  "formula": "C2H6FNO",
  "method": "wB97M-V/def2-TZVPD",
  "gap_ev": 10.987,
  "e_tot_ha": -309.54946,
  "smiles": "CC=O.NF",
  "max_force_ev_per_a": 4.33,
  "de_lowest_ev": 3.1657,
  "elements": ["C", "C", "N", "O", "F", "H", "H", "H", "H", "H", "H"],
  "positions_angstrom": [[-1.947, -0.429, -0.424], [-0.783, 0.195, 0.323], [2.359, -0.097, 0.162], [-0.522, 1.345, 0.188], [3.662, 0.281, 0.360], [-1.505, -0.804, -1.278], [-2.603, -1.051, 0.190], [-2.576, 0.428, -0.637], [-0.084, -0.552, 0.857], [1.902, 0.262, 0.899], [2.098, 0.421, -0.641]],
  "lowdin_charge": [-0.040, -0.342, 0.046, 0.050, -0.128, 0.056, 0.084, 0.079, 0.123, 0.004, 0.067]
}


Question: What is the formula in the first record?
Answer: C17H17Br3F2O3


Copy entry 2 word for word.
{
  "formula": "C2H6FNO",
  "method": "wB97M-V/def2-TZVPD",
  "gap_ev": 10.987,
  "e_tot_ha": -309.54946,
  "smiles": "CC=O.NF",
  "max_force_ev_per_a": 4.33,
  "de_lowest_ev": 3.1657,
  "elements": ["C", "C", "N", "O", "F", "H", "H", "H", "H", "H", "H"],
  "positions_angstrom": [[-1.947, -0.429, -0.424], [-0.783, 0.195, 0.323], [2.359, -0.097, 0.162], [-0.522, 1.345, 0.188], [3.662, 0.281, 0.360], [-1.505, -0.804, -1.278], [-2.603, -1.051, 0.190], [-2.576, 0.428, -0.637], [-0.084, -0.552, 0.857], [1.902, 0.262, 0.899], [2.098, 0.421, -0.641]],
  "lowdin_charge": [-0.040, -0.342, 0.046, 0.050, -0.128, 0.056, 0.084, 0.079, 0.123, 0.004, 0.067]
}


Repeat the second record exactly.
{
  "formula": "C2H6FNO",
  "method": "wB97M-V/def2-TZVPD",
  "gap_ev": 10.987,
  "e_tot_ha": -309.54946,
  "smiles": "CC=O.NF",
  "max_force_ev_per_a": 4.33,
  "de_lowest_ev": 3.1657,
  "elements": ["C", "C", "N", "O", "F", "H", "H", "H", "H", "H", "H"],
  "positions_angstrom": [[-1.947, -0.429, -0.424], [-0.783, 0.195, 0.323], [2.359, -0.097, 0.162], [-0.522, 1.345, 0.188], [3.662, 0.281, 0.360], [-1.505, -0.804, -1.278], [-2.603, -1.051, 0.190], [-2.576, 0.428, -0.637], [-0.084, -0.552, 0.857], [1.902, 0.262, 0.899], [2.098, 0.421, -0.641]],
  "lowdin_charge": [-0.040, -0.342, 0.046, 0.050, -0.128, 0.056, 0.084, 0.079, 0.123, 0.004, 0.067]
}